(1)
Below is C42H34Cl2GeN6NiO3S2Si as an isolated structure, with properties calculated with wB97M-V/def2-TZVPD.

Charge: -2
Orbital gap (spin up / spin down): 5.660 / 6.409 eV
Lowest unoccupied orbital energy (spin up / spin down): 0.148 / 0.145 Ha
Electronic energy: -7766.79234 a.u.
Spin multiplicity: 3
Energy above the lowest of the compared OMol25 structures with the same formula, charge and spin: 3.6 kcal/mol
Highest occupied orbital energy (spin up / spin down): -1.64 / -2.47 eV
M: 965.20 g mol⁻¹

The geometry in XYZ format:
```
92
Properties=species:S:1:pos:R:3:forces:R:3
Ni 0.28381 0.93081 1.29290 0.2 0.5 0.4
S 0.02418 1.66412 3.40816 -0.3 -0.1 -0.1
C -0.92896 3.11517 3.15291 0.0 0.1 0.1
C -1.23097 3.86335 4.33322 0.0 0.0 -0.1
N -1.45929 4.47196 5.28624 0.0 0.0 0.0
C -1.35928 3.55058 1.92727 0.0 0.0 0.0
S -1.09993 2.70986 0.45936 0.0 -0.1 0.1
C -2.14976 4.75366 1.86016 0.1 0.0 0.0
N -2.78122 5.71381 1.78888 0.0 0.0 0.0
C -0.90810 -1.88940 1.63385 0.1 0.0 0.1
Si -1.23228 -0.35525 2.69745 -0.5 0.1 0.4
C -1.67636 -0.85465 4.47261 0.2 -0.1 -0.1
C -3.05247 0.11353 2.22465 0.1 0.0 -0.1
C -3.86415 -0.91186 1.72264 0.1 0.0 0.0
C -5.22900 -0.74549 1.52210 -0.1 0.1 0.1
C -5.83557 0.46623 1.81430 0.0 -0.1 0.0
C -5.06083 1.49510 2.32833 0.0 0.0 0.0
C -3.70115 1.31116 2.53771 0.0 0.0 0.1
H -1.25137 -2.76576 2.19211 0.0 0.0 0.0
H 0.14456 -2.02116 1.40405 0.0 0.0 0.0
H -1.44637 -1.81858 0.68832 0.0 0.0 0.0
H -2.53784 -1.52707 4.43134 0.0 0.0 0.0
H -1.97078 0.03394 5.03264 0.0 0.0 0.0
H -0.85468 -1.34473 4.99026 0.0 0.0 0.0
H -3.42643 -1.87198 1.47693 0.0 0.0 0.0
H -5.81783 -1.56734 1.12814 0.0 0.0 0.0
H -6.89547 0.60801 1.63961 0.0 0.0 0.0
H -5.51009 2.45271 2.56391 0.0 0.0 0.0
H -3.14352 2.12414 2.97410 0.0 0.0 0.0
N 3.20466 3.56638 -1.04732 0.0 0.0 0.0
C 2.35384 2.56754 -0.61102 0.0 0.0 0.0
O 2.11558 2.43312 0.58830 0.2 0.0 -0.1
C 1.79315 1.70375 -1.62886 0.1 -0.1 0.0
C 1.96104 1.94908 -3.00118 -0.1 0.0 0.0
N 2.09454 2.20984 -4.12287 0.1 0.0 0.0
C 0.92046 0.71659 -1.15255 0.0 0.0 0.0
N 0.19249 -0.03792 -0.64873 0.1 -0.2 -0.4
H 3.33073 4.30194 -0.37153 0.0 0.0 0.0
H 3.13120 3.85369 -2.00999 0.0 0.0 0.0
Cl 6.17123 0.58785 0.05249 0.0 0.0 0.0
C 5.45933 -0.35932 -1.21406 0.1 0.0 0.0
C 5.88342 -0.14664 -2.51408 0.0 0.0 0.0
C 5.33424 -0.89701 -3.53911 0.0 0.0 0.0
C 4.34106 -1.82189 -3.26569 0.0 0.1 0.0
C 3.90763 -1.99881 -1.96213 -0.1 0.0 -0.1
Cl 2.56829 -3.05638 -1.67973 -0.1 0.0 0.0
C 4.48146 -1.30433 -0.89095 0.0 0.0 0.0
N 4.09556 -1.48689 0.43854 -0.2 0.3 0.1
C 4.15233 -2.70279 1.08945 0.0 0.0 0.2
C 4.69747 -3.84151 0.49038 0.1 0.0 0.0
C 4.73526 -5.05115 1.16196 0.0 0.0 0.0
C 4.24085 -5.15464 2.45176 0.0 0.0 0.0
C 3.75222 -4.01133 3.06956 0.0 0.0 0.0
C 3.71769 -2.77930 2.43098 0.0 0.0 0.0
C 3.33295 -1.55149 3.22360 0.0 0.0 0.0
C 2.00929 -0.87254 2.84982 0.0 0.0 0.3
O 1.06348 -0.96676 3.65010 -0.1 -0.1 -0.1
O 1.98737 -0.21954 1.76947 -0.1 -0.1 -0.4
H 6.63450 0.60526 -2.70903 0.0 0.0 0.0
H 5.65480 -0.73751 -4.55936 0.0 0.0 0.0
H 3.85713 -2.37222 -4.05936 0.0 0.0 0.0
H 3.44692 -0.78542 0.83192 0.1 -0.1 0.0
H 5.08446 -3.77952 -0.51894 0.0 0.0 0.1
H 5.14914 -5.91894 0.66176 0.0 0.0 0.0
H 4.25354 -6.09970 2.97948 0.0 0.0 0.0
H 3.40178 -4.06226 4.09445 0.0 0.0 0.0
H 4.11965 -0.79588 3.11833 0.0 0.0 0.0
H 3.25986 -1.82884 4.27376 0.0 0.0 0.0
Ge -3.12017 1.13836 -1.10390 -0.2 -0.1 -0.5
C -2.84357 2.43706 -2.56631 0.1 0.1 0.2
C -3.88166 3.27184 -2.97902 0.0 0.0 0.0
C -3.67336 4.26462 -3.92897 0.0 0.0 0.0
C -2.41377 4.44534 -4.48186 0.0 0.0 0.0
C -1.36553 3.62648 -4.08204 0.0 0.0 -0.1
C -1.58194 2.64311 -3.12914 0.0 -0.1 0.0
C -3.01657 -0.64392 -1.96386 0.1 0.0 0.2
C -2.06860 -0.94149 -2.94457 0.0 0.0 0.0
C -1.95626 -2.21942 -3.47165 0.0 0.0 0.0
C -2.78705 -3.23675 -3.02003 0.0 0.0 0.0
C -3.73516 -2.96087 -2.04526 0.0 0.0 0.0
C -3.84312 -1.67871 -1.52261 -0.1 0.0 0.0
H -4.63430 1.27963 -0.76568 0.1 0.1 0.1
H -4.86956 3.14497 -2.54985 0.0 0.0 0.0
H -4.49620 4.90296 -4.23159 0.0 0.0 0.0
H -2.24557 5.22918 -5.21159 0.0 0.0 0.0
H -0.37347 3.75684 -4.49790 0.0 0.0 0.0
H -0.74162 2.03593 -2.81453 0.0 0.0 0.0
H -1.40492 -0.16565 -3.30652 0.0 0.0 0.0
H -1.20829 -2.42528 -4.22813 0.0 0.0 0.0
H -2.68808 -4.23950 -3.41889 0.0 0.0 0.0
H -4.38625 -3.74851 -1.68299 0.0 0.0 0.0
H -4.58441 -1.47562 -0.75687 0.1 0.0 -0.2
```
Positions in Å, forces in eV/Å.

---

(2)
Below is C42H35AsF6N9O2S2W as an isolated structure in a non-equilibrium geometry, with properties calculated with wB97M-V/def2-TZVPD.

Charge: +2
Orbital gap (spin up / spin down): 5.880 / 5.810 eV
Lowest unoccupied orbital energy (spin up / spin down): -0.266 / -0.269 Ha
Electronic energy: -5962.78535 a.u.
Spin multiplicity: 2
Energy above the lowest of the compared OMol25 structures with the same formula, charge and spin: 69.7 kcal/mol
Highest occupied orbital energy (spin up / spin down): -13.13 / -13.12 eV
M: 1134.69 g mol⁻¹

The geometry in XYZ format:
```
98
Properties=species:S:1:pos:R:3:forces:R:3
W 0.73234 -0.81068 1.62023 1.2 2.0 -1.5
C -3.49866 0.50242 2.01773 0.1 0.2 0.2
C -3.50216 1.75552 2.64793 0.3 -0.3 -0.1
C -2.30426 2.27752 3.04743 0.1 -0.4 -0.1
C -1.09686 1.58492 2.80623 -0.5 -1.2 -0.6
N -1.09456 0.34452 2.19563 -0.4 0.8 0.7
C -2.31266 -0.16398 1.84943 0.3 -0.4 0.0
N 0.00244 2.23422 3.19343 1.8 0.8 0.5
C 1.22224 1.79592 3.23723 -2.1 0.0 -0.1
N 1.65014 0.53102 2.86803 -0.2 -0.1 -0.4
C 2.96114 0.40002 3.33023 0.9 -2.0 0.1
N 3.67554 -0.66938 3.37013 0.0 2.1 0.5
C 3.36834 -1.91308 2.98393 -0.6 -0.9 -0.6
C 4.11134 -2.92838 3.62153 -0.2 0.1 -0.3
C 3.90284 -4.24618 3.30953 -0.3 0.2 -0.2
C 2.98084 -4.53088 2.29683 0.1 0.2 0.1
C 2.29884 -3.50498 1.69743 -0.3 -0.1 -0.4
N 2.41454 -2.18648 2.03233 0.7 -0.4 1.2
C 3.39334 1.64332 3.92993 -0.5 1.1 0.0
C 4.56954 1.99462 4.56743 -0.2 -0.1 -0.1
C 4.65664 3.29102 5.05623 0.0 0.0 0.0
C 3.60774 4.19662 4.92183 -0.1 0.0 0.0
C 2.41214 3.83252 4.31833 -0.2 -0.3 -0.1
C 2.31244 2.53772 3.83513 1.2 -0.2 0.1
H -4.42556 0.05582 1.69993 -0.1 -0.2 0.0
H -4.42326 2.28172 2.83363 -0.2 0.1 0.0
H -2.21886 3.21812 3.56473 0.0 0.1 0.0
H -2.30936 -1.17098 1.42743 -0.1 0.4 0.1
H 4.83254 -2.61248 4.35883 0.0 0.0 0.0
H 4.43244 -5.03858 3.81383 0.1 0.0 0.1
H 2.79474 -5.54648 1.98983 0.0 -0.1 -0.2
H 1.62734 -3.74068 0.88093 0.1 0.1 0.2
H 5.37304 1.28562 4.69163 0.1 0.0 -0.1
H 5.56194 3.60952 5.54793 0.1 0.0 0.1
H 3.72344 5.19632 5.31293 0.0 0.1 0.0
H 1.59104 4.52152 4.21953 -0.1 0.1 0.1
S -1.31076 -0.72388 -1.13247 0.2 0.7 0.9
C -1.77426 0.95492 -1.39757 -2.6 -2.2 -1.8
N -2.96546 1.13052 -2.03267 2.4 -0.2 1.9
C -3.30256 2.44032 -2.53457 0.1 1.1 -0.4
C -2.02596 3.12892 -2.99967 -0.5 -0.2 -0.3
N -1.10076 3.17972 -1.88747 -0.3 -1.4 0.1
C -0.16526 4.28752 -1.85477 0.7 0.5 0.4
C 0.78694 4.22742 -3.01977 0.1 0.0 -0.4
C 1.77614 3.24272 -3.05197 -0.2 0.1 0.2
C 2.60834 3.11932 -4.14607 0.1 0.2 -0.2
C 2.47414 3.99352 -5.21947 -0.1 0.1 0.1
C 1.50264 4.98762 -5.18937 0.2 -0.2 -0.2
C 0.66344 5.10482 -4.09687 -0.1 -0.3 0.3
C -0.90186 2.03922 -1.18467 3.0 3.0 2.1
S 0.30274 1.99972 0.05283 -1.4 0.9 -1.4
C -3.99066 0.11712 -1.94107 -0.6 -0.9 -0.3
C -3.61316 -1.15978 -2.65737 -0.2 -0.2 -0.3
C -3.88816 -2.40228 -2.08767 -0.1 0.2 -0.1
C -3.64096 -3.56688 -2.79257 0.0 0.0 0.0
C -3.10356 -3.50648 -4.06867 0.0 0.1 -0.1
C -2.81916 -2.27418 -4.64067 0.1 -0.1 0.0
C -3.07286 -1.10868 -3.94037 -0.1 0.0 0.2
H -3.78136 3.03992 -1.74747 0.0 -0.2 -0.1
H -4.00126 2.32992 -3.36697 0.1 0.0 0.1
H -2.24246 4.14822 -3.32237 0.0 -0.1 0.0
H -1.58676 2.57732 -3.84177 0.0 0.2 0.0
H 0.39104 4.21462 -0.91327 -0.3 0.2 -0.2
H -0.73806 5.21832 -1.86957 0.0 -0.1 0.0
H 1.90944 2.59042 -2.19857 0.0 -0.1 0.0
H 3.37324 2.35682 -4.14967 0.1 0.0 0.0
H 3.13264 3.91042 -6.07037 0.0 0.0 -0.1
H 1.39534 5.66202 -6.02577 0.0 0.1 0.0
H -0.09456 5.87382 -4.08037 -0.1 0.1 0.0
H -4.89506 0.53092 -2.39197 0.1 0.0 0.1
H -4.20166 -0.09848 -0.88677 0.1 0.1 0.0
H -4.32506 -2.45838 -1.10187 0.0 0.0 0.2
H -3.87066 -4.52268 -2.34677 0.0 -0.1 0.0
H -2.92436 -4.41348 -4.62617 0.0 -0.1 0.0
H -2.40906 -2.22148 -5.63767 0.0 0.0 -0.1
H -2.87626 -0.15518 -4.40687 0.1 0.2 -0.1
O 0.31334 -1.50508 3.40373 -1.2 -1.7 0.0
N -0.36446 -2.59208 3.02543 0.2 0.1 -1.7
N -0.38086 -2.57538 1.69793 0.0 0.0 4.3
O -0.17556 -0.61308 -0.00897 -0.6 -0.6 -1.2
C -0.98466 -3.70328 1.11113 -0.5 -0.8 -0.9
C -0.77686 -3.96798 -0.24617 0.1 0.4 0.3
C -1.27026 -5.13448 -0.79987 0.0 -0.2 0.1
C -1.97886 -6.03308 -0.01917 0.0 0.1 0.0
C -2.21476 -5.75538 1.31943 0.0 0.0 0.0
C -1.72716 -4.59788 1.88973 0.2 0.4 0.1
H -0.20236 -3.28308 -0.85507 0.1 0.0 0.0
H -1.07716 -5.36258 -1.83517 0.0 0.1 -0.2
H -2.34716 -6.95088 -0.44697 0.0 -0.1 -0.1
H -2.76556 -6.45938 1.92073 -0.1 0.0 0.1
H -1.88116 -4.36688 2.93113 -0.1 -0.2 0.1
F 2.45144 0.21032 0.46363 -0.3 -0.7 -0.9
As 2.97554 -0.71068 -1.17487 -1.0 -0.1 0.6
F 3.91754 0.64032 -1.62017 -0.3 -0.5 0.3
F 1.54744 -0.00558 -1.89377 0.9 -0.2 0.1
F 3.28584 -1.69508 -2.53227 -0.1 0.4 0.6
F 1.77814 -1.94628 -0.46217 0.9 0.5 -0.4
F 4.16074 -1.41368 -0.15597 -0.1 0.2 -0.6
```
Positions in Å, forces in eV/Å.

---

Q: Among the records above, which one has the lowest M?
A: C42H34Cl2GeN6NiO3S2Si

---

Q: What is the M in the first record?
A: 965.20 g mol⁻¹

---

Q: Which of these has the highest charge?
A: C42H35AsF6N9O2S2W

---

Q: What is the M in the first record?
A: 965.20 g mol⁻¹